C25H34BeN2O as an isolated structure, computed with the ωB97M-V functional and the def2-TZVPD basis.

```
63
Properties=species:S:1:pos:R:3
C -0.124 -2.417 -0.062
C -1.243 -1.723 0.649
H -0.453 -2.752 -1.055
H 0.241 -3.289 0.493
H 0.702 -1.694 -0.194
H -1.109 -0.602 0.593
H -2.209 -1.953 0.184
H -1.302 -1.998 1.710
C 2.483 0.168 -1.577
C 3.445 0.845 -2.327
C 3.394 2.235 -2.431
C 2.395 2.915 -1.744
H 2.456 -0.924 -1.482
H 4.215 0.270 -2.824
H 4.116 2.803 -3.012
H 2.258 3.990 -1.795
N 1.533 0.852 -0.907
C 1.491 2.211 -0.953
C 0.450 2.830 -0.136
N -0.500 1.997 0.379
C -1.485 2.453 1.176
C -0.573 4.672 0.997
C -1.548 3.802 1.486
H -2.195 1.725 1.568
H -2.345 4.145 2.127
C 0.435 4.180 0.183
H 1.251 4.786 -0.176
H -0.568 5.726 1.257
Be 0.040 0.565 -0.230
C 0.946 -0.221 1.502
H 0.262 0.404 2.108
H 1.958 0.187 1.704
H 0.925 -1.273 1.872
C 0.328 0.411 -4.341
C -0.266 -0.998 -4.336
C 0.776 -2.038 -3.991
C -1.526 -1.157 -3.482
C -2.395 -2.176 -3.853
C -3.645 -2.301 -3.268
C -4.055 -1.338 -2.347
C -3.164 -0.359 -1.890
C -3.658 0.758 -0.963
C -4.385 1.865 -1.735
C -4.481 0.240 0.210
C -1.807 -0.395 -2.311
O -0.846 0.138 -1.587
H 0.580 0.699 -3.319
H -0.388 1.132 -4.755
H 1.237 0.425 -4.953
H -0.595 -1.195 -5.373
H 1.148 -1.879 -2.975
H 0.363 -3.048 -4.057
H 1.626 -1.972 -4.677
H -2.081 -2.864 -4.644
H -4.309 -3.110 -3.570
H -5.082 -1.359 -1.965
H -2.758 1.221 -0.548
H -5.317 1.498 -2.190
H -4.634 2.705 -1.070
H -3.741 2.248 -2.538
H -3.942 -0.554 0.732
H -4.656 1.049 0.927
H -5.452 -0.151 -0.105
```

Computed properties:
- DFT total energy (a.u.) = -1172.528503
- multiplicity = 1


An isolated molecule of C4H7NO, computed with the ωB97M-V functional and the def2-TZVPD basis.

```
13
Properties=species:S:1:pos:R:3
C 1.674 0.110 -0.432
C 0.795 0.394 0.770
O 1.189 1.138 1.633
N -0.507 -0.157 0.909
C -1.189 -0.978 -0.069
C -1.542 0.449 0.079
H 1.981 1.082 -0.828
H 2.583 -0.399 -0.099
H 1.216 -0.472 -1.230
H -1.838 -1.725 0.377
H -0.695 -1.313 -0.978
H -2.441 0.760 0.597
H -1.225 1.110 -0.728
```

Computed properties:
- structure (SMILES) = CC(=O)N1CC1
- DFT total energy (a.u.) = -286.559379
- multiplicity = 1


C9H39B5NOZr as an isolated structure, computed with the ωB97M-V functional and the def2-TZVPD basis.

```
56
Properties=species:S:1:pos:R:3
Zr 2.003 -1.993 -2.204
B 1.661 -3.427 -0.354
H 1.291 -4.330 -0.814
H 1.054 -2.568 -0.595
H 1.630 -3.741 0.678
H 2.661 -3.209 -0.696
B 0.965 -0.104 -1.450
H 0.241 -0.864 -1.698
H 1.740 -0.033 -2.197
H 0.555 0.844 -1.138
H 1.462 -0.615 -0.640
B 1.865 -1.686 -4.537
H 2.766 -1.796 -3.953
H 1.116 -1.311 -3.857
H 1.928 -0.987 -5.357
H 1.571 -2.697 -4.771
B 4.143 -1.274 -1.796
H 5.146 -0.920 -1.612
H 3.501 -0.880 -1.024
H 3.801 -0.846 -2.726
H 4.026 -2.334 -1.960
B -0.297 -3.737 -2.844
H -0.013 -4.614 -2.282
H 0.024 -3.946 -3.853
H -1.357 -3.576 -2.722
H 0.268 -2.848 -2.613
C -2.925 3.279 1.112
C -1.410 2.819 1.114
C -0.595 3.403 2.290
C -0.824 2.643 3.670
C -0.647 1.079 3.550
C -1.532 0.536 2.385
N -1.291 1.369 1.193
O -1.576 0.706 0.005
C -1.114 -0.900 2.068
C -2.974 0.537 2.815
C -0.731 3.437 -0.180
H -3.411 2.836 0.243
H -2.957 4.340 0.861
H -3.441 3.142 2.062
H 0.491 3.332 2.221
H -0.917 4.439 2.393
H -1.877 2.840 3.873
H -0.243 3.150 4.441
H -1.065 0.718 4.489
H 0.383 0.756 3.399
H -1.367 -1.356 1.110
H -0.025 -0.924 2.024
H -1.379 -1.643 2.820
H -3.181 1.440 3.390
H -3.692 0.548 1.995
H -3.093 -0.358 3.426
H -1.054 2.891 -1.067
H 0.357 3.380 -0.173
H -0.974 4.499 -0.194
H -0.687 0.556 -0.323
```

Computed properties:
- total charge = -1
- DFT total energy (a.u.) = -667.184626
- multiplicity = 1


HOMO
In order: -6.76, -9.80, -5.61
Unit: eV
Molar mass
In order: 387.6, 85.1, 322.7
Unit: g mol⁻¹